[1]
8 unconnected molecules or ions with the total composition C38H85N3O5 in a non-equilibrium geometry. Source: OMol25; level of theory: ωB97M-V with the def2-TZVPD basis set.

Geometry as ORCA input:
```
! RIJCOSX wB97M-V def2-TZVPD def2/J DEFGRID3
* xyz 0 1
C -3.24881 1.59600 -8.73591
C -1.80295 1.22586 -8.54291
C -1.09714 2.47192 -8.07704
O -2.11940 3.43564 -7.76347
C -3.43370 2.81518 -7.75834
H -3.93807 0.76353 -8.59450
H -3.32525 2.01267 -9.74023
H -1.22494 0.71986 -9.31620
H -1.77137 0.37183 -7.86635
H -0.50558 2.93042 -8.86946
H -0.56584 2.34628 -7.13362
H -4.28610 3.41209 -8.08272
H -3.73062 2.48616 -6.76251
C -0.51452 -0.71079 -1.81286
C -1.27525 -0.90016 -0.53454
C -0.56016 0.09234 0.33366
O -0.07012 1.09978 -0.51067
C -0.29484 0.76256 -1.84253
H -1.00110 -0.95242 -2.75783
H 0.46513 -1.18868 -1.81072
H -1.22153 -1.85443 -0.01053
H -2.34359 -0.76334 -0.70197
H 0.24801 -0.27634 0.96535
H -1.36409 0.50675 0.94198
H 0.56817 1.13035 -2.39754
H -1.24153 1.24198 -2.09162
C 2.98214 -6.36287 -5.69039
C 2.03578 -5.94315 -6.80839
C 1.53984 -7.36326 -7.40037
O 1.81583 -8.28194 -6.36849
C 2.35218 -7.62160 -5.22685
H 3.06471 -5.69092 -4.83613
H 3.94599 -6.62251 -6.12819
H 2.65791 -5.47331 -7.57018
H 1.14749 -5.35234 -6.58482
H 2.04120 -7.59270 -8.34064
H 0.45993 -7.27783 -7.52119
H 3.05642 -8.21959 -4.64844
H 1.54530 -7.32370 -4.55731
C -2.50459 9.06708 -0.18754
C -1.89898 7.70857 -0.21914
C -1.31763 7.44702 1.13944
O -2.11465 8.28577 2.01758
C -2.51339 9.43536 1.31467
H -3.55419 9.05775 -0.48140
H -1.95072 9.74505 -0.83692
H -1.26977 7.35839 -1.03740
H -2.75141 7.02990 -0.18942
H -0.28631 7.79980 1.13406
H -1.23111 6.39751 1.42078
H -1.80431 10.19888 1.63457
H -3.45460 9.86612 1.65624
C -4.05153 -5.96259 5.46524
C -4.92614 -5.73605 6.72281
C -6.30933 -5.53330 6.14869
O -6.10255 -5.14921 4.76923
C -4.70666 -5.02513 4.47681
H -4.08903 -7.02710 5.23391
H -3.01522 -5.67594 5.64409
H -4.66118 -4.87243 7.33277
H -4.96496 -6.57687 7.41535
H -6.81089 -4.66969 6.58541
H -6.96806 -6.37715 6.35385
H -4.32444 -4.03872 4.73948
H -4.62778 -5.29287 3.42315
C 6.64592 -0.52418 -6.57551
C 7.47595 -1.61982 -7.30673
N 8.26057 -1.22017 -8.49182
C 9.02273 0.00377 -8.22467
C 9.77707 0.55530 -9.54984
C 8.86136 -2.30648 -9.10020
C 7.90479 -2.94565 -10.11682
H 7.39916 0.19737 -6.25913
H 6.33999 -0.93976 -5.61540
H 5.74220 -0.11060 -7.02310
H 8.05147 -2.21302 -6.59610
H 6.69954 -2.32913 -7.59339
H 8.28451 0.76173 -7.96271
H 9.76177 -0.15510 -7.43938
H 9.06903 0.78239 -10.34683
H 10.09779 1.58651 -9.40204
H 10.63053 -0.07829 -9.79122
H 9.20484 -3.06154 -8.39309
H 9.75234 -2.01063 -9.65404
H 6.97318 -3.20085 -9.61178
H 8.26916 -3.87796 -10.54828
H 7.66743 -2.20610 -10.88156
C -7.82847 6.50412 3.16417
C -8.01634 5.21998 3.80824
N -6.81980 4.39450 3.90822
C -5.87991 4.98086 4.91098
C -4.88140 3.95999 5.54006
C -6.21905 3.95957 2.58409
C -6.97364 2.74159 1.99841
H -7.42945 6.38926 2.15635
H -7.12933 7.08848 3.76236
H -8.79245 7.01222 3.13828
H -8.48091 5.40144 4.77744
H -8.69654 4.61327 3.21046
H -5.42739 5.89106 4.51746
H -6.46490 5.29341 5.77597
H -4.32252 4.39446 6.36892
H -5.30254 3.05184 5.97133
H -4.18640 3.55192 4.80620
H -5.17005 3.73180 2.77337
H -6.12565 4.84844 1.96017
H -7.84832 3.13564 1.48095
H -7.18322 1.95534 2.72366
H -6.40985 2.30141 1.17592
C 2.39064 -0.53113 8.34010
C 3.53648 -1.30955 9.08384
N 2.88435 -2.44753 9.75114
C 3.85495 -3.48992 10.18889
C 4.96021 -2.95468 11.08091
C 2.11526 -1.99004 10.89665
C 1.44221 -3.11729 11.67534
H 1.71694 -1.21827 7.82817
H 2.75743 0.22807 7.64933
H 1.79709 0.10210 8.99950
H 4.39570 -1.58755 8.47347
H 3.92188 -0.69951 9.90080
H 3.28773 -4.33561 10.57769
H 4.32835 -3.85244 9.27644
H 4.62884 -2.55481 12.03924
H 5.72010 -3.67984 11.37214
H 5.57250 -2.20995 10.57240
H 1.22416 -1.46100 10.55879
H 2.67003 -1.34715 11.58003
H 0.96600 -3.88141 11.06098
H 0.58519 -2.69165 12.19731
H 2.16070 -3.58880 12.34583
*
```

The SMILES is CCN(CC)CC.CCN(CC)CC.CCN(CC)CC.C1CCOC1.C1CCOC1.C1CCOC1.C1CCOC1.C1CCOC1. The value obtained for the energy relative to the best compared isomer or geometry (same formula, charge and spin) is 386.0 kJ/mol. Its molar mass is 664.11 u. The highest occupied orbital energy comes out at -8.000 eV.

[2]
6 unconnected molecules or ions with the total composition C38H88BN9O10P in a non-equilibrium geometry. Source: OMol25; level of theory: ωB97M-V with the def2-TZVPD basis set.

Geometry as ORCA input:
```
! RIJCOSX wB97M-V def2-TZVPD def2/J DEFGRID3
* xyz 1 1
C 3.83383 5.78282 -2.81379
C 3.09208 4.39947 -3.28734
C 3.35848 3.12110 -2.23002
C 1.87569 2.60316 -1.83149
N 1.70375 1.54306 -0.77670
P 2.73597 2.07164 0.62224
N 4.30661 1.58900 0.44096
O 2.69198 3.84330 0.80604
O 2.26882 1.48613 2.17703
C 1.92038 0.11708 -1.21568
C 3.15274 -0.18018 -2.23892
C 2.77162 0.06369 -3.85193
O 2.87200 -1.20901 -4.61885
C 2.20244 -1.08216 -5.92428
C 0.55223 -1.26945 -5.85165
C 2.02226 -0.97512 0.00026
N 2.08600 -2.43256 -0.43850
C 3.38365 -3.08849 -0.02118
C 3.36560 -4.70603 -0.42751
C 2.85017 -5.52447 0.92031
C 0.66731 -0.86394 0.91519
B -0.19468 -2.29286 0.71624
O -0.13402 -3.32370 1.80885
O -0.97991 -2.61663 -0.49823
C -0.91148 -4.07593 -0.79846
C -0.30014 0.41164 0.62123
C -0.93580 1.11930 2.00237
C -1.21550 0.06974 3.22436
C -2.42854 1.81542 1.70049
C -3.61256 0.69909 1.43339
C 0.24214 1.62457 -0.29608
C -0.87888 1.90035 -1.45466
C -1.38424 3.49711 -1.54705
N -1.12827 4.09379 -2.93926
H 2.98483 6.46520 -2.33134
H 4.24535 6.41621 -3.73692
H 4.70221 5.63174 -2.04329
H 3.44466 4.06833 -4.37876
H 1.92252 4.57658 -3.38927
H 4.02762 3.58245 -1.40206
H 4.02249 2.38949 -2.85991
H 1.34235 3.58069 -1.39620
H 1.41307 2.30048 -2.89316
H 4.54685 1.00322 1.27034
H 3.62554 4.03930 1.14989
H 2.08426 2.26313 2.81065
H 0.93102 -0.18234 -1.81748
H 4.11897 0.44435 -1.91815
H 3.55364 -1.30459 -2.24127
H 1.64394 0.37389 -3.88330
H 3.50121 0.86356 -4.34486
H 2.52452 -0.11532 -6.53359
H 2.58751 -1.99976 -6.58189
H -0.00339 -0.24568 -5.59165
H 0.22268 -2.05947 -5.04900
H 0.08910 -1.60764 -6.89353
H 2.97676 -0.80818 0.69125
H 1.88089 -2.54696 -1.45879
H 4.26440 -2.57140 -0.60241
H 3.62601 -2.93617 1.13276
H 2.70299 -4.92071 -1.38162
H 4.47886 -5.01817 -0.71618
H 3.54505 -6.45959 1.03223
H 2.96369 -4.89192 1.90666
H 1.71096 -5.81979 0.83877
H 1.06691 -0.93669 2.03943
H 0.83681 -3.25589 2.12062
H -0.99407 -4.17536 -1.97898
H -1.85637 -4.60568 -0.34051
H 0.10411 -4.57187 -0.49403
H -1.27352 -0.10348 0.15044
H -0.27398 1.99447 2.40865
H -1.81475 0.66300 4.05900
H -0.17551 -0.22137 3.72380
H -1.82797 -0.88890 2.92926
H -2.71535 2.33699 2.73577
H -2.38157 2.67754 0.91419
H -4.28680 0.56041 2.40832
H -3.17936 -0.39222 1.21807
H -4.30755 0.94740 0.51680
H 0.23900 2.61160 0.37922
H -0.57121 1.50307 -2.53890
H -1.92637 1.35267 -1.27003
H -0.72561 4.16455 -0.80814
H -2.49301 3.62984 -1.18176
H -1.24019 5.14176 -2.80484
H -1.89488 3.74771 -3.56376
C -8.29026 2.52701 0.42320
C -6.85680 2.72867 0.82746
O -5.92148 2.39290 0.10472
N -6.60454 3.30380 2.03792
C -7.55185 3.76449 3.02448
H -8.32843 2.05891 -0.56466
H -8.79176 1.86822 1.13696
H -8.80313 3.49086 0.36829
H -5.61577 3.40487 2.23648
H -7.37600 4.83005 3.19139
H -7.36472 3.22069 3.95377
H -8.58587 3.60997 2.71377
C -4.76556 7.11333 1.05272
C -3.49705 6.32270 1.20975
O -3.44648 5.29737 1.88506
N -2.37634 6.77194 0.57586
C -2.22703 7.94186 -0.25595
H -5.56904 6.62976 1.61578
H -4.62830 8.12400 1.44601
H -5.05612 7.15009 -0.00050
H -1.56459 6.18511 0.73079
H -1.88715 7.61542 -1.24191
H -1.46283 8.58136 0.19276
H -3.15712 8.50233 -0.35813
C 2.35461 -6.98668 -3.08919
C 1.04300 -7.33471 -2.44309
O 0.33012 -6.48489 -1.91440
N 0.64716 -8.63963 -2.45303
C 1.33228 -9.77824 -3.01616
H 2.53104 -5.91084 -3.00043
H 3.17083 -7.51289 -2.58734
H 2.32959 -7.24573 -4.15094
H -0.24594 -8.79205 -1.99865
H 0.67708 -10.23225 -3.76367
H 1.51144 -10.49721 -2.21287
H 2.28119 -9.50634 -3.48015
C 7.24702 -5.14116 -0.97069
C 8.33425 -6.10737 -1.34919
O 8.17930 -6.95294 -2.22720
N 9.52376 -6.02900 -0.68696
C 9.90375 -5.11707 0.36514
H 6.36205 -5.32840 -1.58570
H 6.97319 -5.27752 0.07877
H 7.57946 -4.11494 -1.14792
H 10.20337 -6.71298 -0.99940
H 10.77741 -4.55454 0.02678
H 10.17609 -5.70760 1.24343
H 9.10274 -4.42426 0.62595
C -6.01506 1.95843 6.91336
C -7.50846 1.86768 6.77041
O -8.10668 2.38512 5.83006
N -8.20571 1.18582 7.72358
C -7.69689 0.51292 8.89457
H -5.60269 2.53184 6.07813
H -5.75817 2.47095 7.84410
H -5.57549 0.95768 6.89512
H -9.20521 1.17015 7.55603
H -7.98486 -0.53942 8.83257
H -8.16604 0.96146 9.77378
H -6.61234 0.58955 8.98129
*
```

The value obtained for the energy relative to the best compared isomer or geometry (same formula, charge and spin) is 982.9 kJ/mol. Its molar mass is 872.96 u. The highest occupied orbital energy comes out at -10.346 eV.